Formula: C18H26ClMoN6O4S
Source: the OMol25 dataset
Level of theory: the ωB97M-V functional and the def2-TZVPD basis

The geometry in XYZ format:
```
57
Properties=species:S:1:pos:R:3:mulliken_spin:R:1
Mo 0.0869 0.3792 -0.5202 2.115
N -0.7427 2.1067 0.7887 -0.024
C -2.2148 2.2062 0.7011 -0.008
C -2.7495 0.7886 0.6066 -0.005
N -2.1391 0.1702 -0.5927 -0.014
H -0.5170 1.8584 1.7633 0.005
H -0.3495 3.0421 0.6494 0.002
H -2.4843 2.7876 -0.1897 0.000
H -2.6378 2.7053 1.5780 -0.001
H -3.8430 0.7882 0.5541 0.004
H -2.4352 0.2093 1.4852 0.003
H -2.6143 0.5665 -1.4164 0.003
H -2.3957 -0.8227 -0.5890 0.004
O 5.3792 0.4375 1.9201 0.000
C 5.3576 1.1145 0.8106 0.000
O 6.3151 1.5713 0.2652 0.000
C 3.9904 1.3164 0.1444 0.007
C 3.7876 2.0773 -1.0470 -0.001
Cl 4.9490 2.8661 -1.9420 -0.001
N 2.4580 1.9866 -1.3548 -0.013
N 1.8370 1.2208 -0.4395 -0.051
C 2.7401 0.8212 0.4774 0.006
C 2.1230 -0.1007 1.5141 0.019
O 2.7794 -0.5864 2.3987 0.010
O 0.8665 -0.3021 1.2742 0.067
C 1.6051 2.4965 -2.3625 -0.010
C 0.3559 1.8561 -2.5406 -0.022
C -0.5353 2.3563 -3.4852 0.004
C -0.2285 3.5019 -4.2079 -0.006
C 0.9942 4.1300 -4.0193 0.031
C 1.9093 3.6361 -3.0966 -0.007
H 4.5531 0.0739 2.3058 0.000
H 0.1858 0.7465 -2.2654 -0.015
H -1.4571 1.8295 -3.6905 0.003
H -0.9315 3.8806 -4.9343 0.000
H 1.2405 5.0085 -4.5965 0.000
H 2.8531 4.1348 -2.9531 0.001
C -1.0451 -6.0357 0.1921 0.000
C -1.3029 -4.6576 0.7905 0.000
N -0.9102 -3.5696 -0.1140 -0.001
C 0.3109 -3.0802 -0.2591 0.035
S 0.4566 -1.7652 -1.4570 -0.134
N 1.3571 -3.5350 0.3728 -0.005
C 2.7482 -3.1330 0.2398 -0.001
C 3.5723 -4.3008 -0.2843 0.000
H -1.4420 -6.7886 0.8686 0.000
H 0.0138 -6.2402 0.0474 0.000
H -1.5569 -6.1475 -0.7610 0.000
H -0.7890 -4.5241 1.7458 0.000
H -2.3724 -4.5324 0.9735 0.000
H -1.5704 -3.3775 -0.8592 -0.001
H 1.2193 -4.3471 0.9724 0.003
H 3.1088 -2.8345 1.2297 -0.001
H 2.8044 -2.2757 -0.4438 0.001
H 3.4926 -5.1617 0.3754 0.000
H 4.6182 -4.0142 -0.3213 0.000
H 3.2631 -4.5925 -1.2846 0.000
```

The energy above the lowest of the compared OMol25 structures with the same formula, charge and spin is 75.90 kJ/mol. The value obtained for the HOMO-LUMO gap (spin up / spin down) is 5.97 / 6.40 eV. As for the charge: +3. As for the expectation value of S²: 2.03. The HOMO energy (spin up / spin down) comes out at -18.2 / -18.2 eV. Its spin multiplicity is 3. As for the strongest force on any atom: 2.7 eV Å⁻¹.

Formula: C11H18AlI2P2
Source: the OMol25 dataset
Level of theory: the ωB97M-V functional and the def2-TZVPD basis

The geometry in XYZ format:
```
34
Properties=species:S:1:pos:R:3:mulliken_charge:R:1
Al -0.5283 1.5323 -0.7920 0.207
I -1.5113 3.5047 -2.3186 0.409
C -1.8546 4.5276 -0.4753 -0.839
I -1.1876 3.3132 1.1481 0.400
H -2.9224 4.6857 -0.3751 0.464
H -1.2680 5.4393 -0.4851 0.467
C 2.8600 1.6248 0.1642 -1.215
P 1.6158 0.5774 -0.6032 0.974
C 2.3328 -0.1554 -2.0818 -1.115
C 1.0704 -0.7106 0.5468 0.573
C 2.0449 -1.2847 1.3627 -0.688
C 1.7168 -2.2975 2.2536 -0.884
C 0.4066 -2.7459 2.3449 -0.847
C -0.5787 -2.1808 1.5463 -0.753
C -0.2670 -1.1692 0.6382 0.532
P -1.6134 -0.5252 -0.3878 0.975
C -3.1382 -0.4493 0.5662 -1.241
C -1.8964 -1.6139 -1.7962 -1.137
H 3.7623 1.0380 0.3436 0.463
H 2.5039 2.0359 1.1077 0.429
H 3.1124 2.4351 -0.5213 0.434
H 3.1282 -0.8246 -1.7444 0.422
H 2.7583 0.6207 -2.7187 0.446
H 1.5994 -0.7324 -2.6432 0.350
H 3.0732 -0.9467 1.3164 0.341
H 2.4869 -2.7336 2.8764 0.454
H 0.1471 -3.5336 3.0402 0.454
H -1.5958 -2.5419 1.6423 0.367
H -3.4965 -1.4658 0.7384 0.459
H -3.8979 0.0826 -0.0081 0.431
H -2.9819 0.0448 1.5238 0.441
H -2.1290 -2.6028 -1.3945 0.427
H -1.0111 -1.6889 -2.4263 0.349
H -2.7409 -1.2593 -2.3882 0.450
```

The energy above the lowest of the compared OMol25 structures with the same formula, charge and spin is 0.00 kJ/mol. The value obtained for the HOMO-LUMO gap is 7.51 eV. As for the charge: +3. The HOMO energy comes out at -19.2 eV. Its spin multiplicity is 1. As for the strongest force on any atom: 0.3 eV Å⁻¹.

Formula: C42H92O6S2
Source: the OMol25 dataset
Level of theory: the ωB97M-V functional and the def2-TZVPD basis

The geometry in XYZ format:
```
142
Properties=species:S:1:pos:R:3:mulliken_charge:R:1
O 0.7825 1.0945 1.4313 -0.471
S 0.5617 0.3226 0.2796 1.058
O 1.5909 -0.4719 -0.3139 -0.695
O -0.6270 -0.6600 0.6525 -0.036
C -0.9852 -1.6725 -0.2991 0.104
C -2.0864 -2.5260 0.2832 -1.278
C -0.1664 1.3152 -0.9825 -0.645
H -0.1400 -2.3151 -0.5550 0.264
H -1.3007 -1.2136 -1.2364 0.004
H -1.8367 -2.9288 1.2619 0.139
H -2.1860 -3.4233 -0.3353 0.453
H -3.0702 -2.0628 0.2745 0.392
H 0.5599 2.1053 -1.1629 0.445
H -1.1270 1.6500 -0.5984 0.139
H -0.2992 0.7338 -1.8903 0.098
O 1.3778 1.6958 6.2087 -0.591
S 1.2428 3.0981 6.4522 1.226
O 1.5835 3.6495 7.7162 -0.664
O 2.0791 3.8846 5.3748 -0.312
C 2.2957 3.2139 4.1026 0.141
C 2.5935 4.2673 3.0784 -1.221
C -0.3822 3.5984 5.9884 -0.816
H 1.4233 2.6388 3.8105 0.134
H 3.1499 2.5473 4.2077 0.250
H 1.7389 4.9100 2.8624 0.335
H 2.7968 3.7753 2.1185 0.269
H 3.5033 4.8347 3.2699 0.339
H -0.3499 4.6804 5.8786 0.414
H -1.0691 3.3481 6.7933 0.353
H -0.6624 3.1047 5.0626 0.153
C -1.6496 -1.3973 -4.8277 -0.375
C -0.3493 -1.1560 -5.2312 -0.117
C -0.0859 -0.9734 -6.5869 -0.414
C -1.1377 -0.8821 -7.4950 -0.533
C -2.4511 -0.9696 -7.0525 -0.404
C -2.7052 -1.2411 -5.7065 -0.535
H -1.8205 -1.6058 -3.7809 0.393
H 0.4965 -1.1870 -4.5535 0.478
H 0.9163 -1.0073 -6.9974 0.431
H -0.9135 -0.7009 -8.5392 0.368
H -3.2890 -0.9444 -7.7378 0.365
H -3.7180 -1.1406 -5.3352 0.354
C 1.4139 2.8667 -3.8988 -0.692
C 1.9153 3.1744 -5.3137 -0.882
C 2.4157 1.9686 -6.0999 -0.229
C 3.7556 1.4338 -5.5690 -0.014
C 4.3804 0.3731 -6.5400 -0.619
C 4.3868 -1.0270 -5.9172 -1.163
H 2.1951 2.3647 -3.3167 -0.016
H 0.5874 2.1449 -3.9328 0.243
H 1.0545 3.7279 -3.3366 0.517
H 1.0627 3.5930 -5.8632 0.357
H 2.6610 3.9694 -5.2525 0.375
H 2.5745 2.3379 -7.1167 0.454
H 1.7366 1.1149 -6.0959 -0.226
H 4.4918 2.2262 -5.4204 0.318
H 3.6251 0.9065 -4.6200 -0.017
H 3.8457 0.3614 -7.4902 0.420
H 5.4212 0.6543 -6.6982 0.310
H 4.5747 -1.7914 -6.6779 0.370
H 5.1814 -1.0981 -5.1749 0.343
H 3.4301 -1.3116 -5.4715 0.204
C 4.2650 1.9062 -1.2993 -0.970
C 5.5359 1.4129 -1.9768 0.176
C 6.3864 0.5722 -1.0214 -0.717
C 7.8245 0.3527 -1.4314 -0.614
C 8.6655 -0.3806 -0.3921 -0.601
C 8.3740 -1.8854 -0.2540 -1.115
H 3.8999 2.8709 -1.6569 0.361
H 4.4215 2.0105 -0.2185 0.383
H 3.4267 1.2057 -1.3616 0.007
H 5.2553 0.7570 -2.8044 -0.208
H 6.1413 2.2649 -2.2873 0.336
H 5.8819 -0.3620 -0.7384 0.309
H 6.3782 1.0885 -0.0474 0.377
H 7.9543 -0.0965 -2.4243 0.310
H 8.3068 1.3323 -1.5785 0.321
H 9.7299 -0.2188 -0.5784 0.375
H 8.5240 0.0950 0.5866 0.289
H 7.6396 -2.1150 0.5172 0.298
H 8.0407 -2.3151 -1.1993 0.283
H 9.2935 -2.3912 0.0483 0.356
C -3.5487 4.1388 0.6197 -0.972
C -4.7457 3.2228 0.4626 -0.362
C -4.6905 2.3970 -0.8123 -0.108
C -4.5238 3.1543 -2.1288 -0.656
C -5.7193 4.0038 -2.5482 -0.593
C -5.8712 5.3961 -1.8845 -1.094
H -3.4903 4.5671 1.6262 0.340
H -3.4802 4.9570 -0.0910 0.335
H -2.6205 3.5505 0.5837 0.033
H -4.7680 2.5507 1.3209 0.305
H -5.6527 3.8321 0.4437 0.276
H -5.5602 1.7319 -0.8860 0.399
H -3.8687 1.6640 -0.7795 -0.094
H -3.5923 3.7281 -2.1066 0.264
H -4.4024 2.4199 -2.9317 0.351
H -5.7375 4.1189 -3.6340 0.421
H -6.6303 3.4296 -2.3401 0.306
H -6.9132 5.6090 -1.6545 0.253
H -5.1746 5.5177 -1.0642 0.267
H -5.6339 6.1660 -2.6272 0.337
C -0.9124 -6.1421 -0.1093 -1.131
C -0.6559 -5.8093 1.3716 0.245
C -0.7275 -6.9980 2.3326 -0.945
C -2.0921 -7.6660 2.4550 -0.570
C -3.0989 -6.8503 3.2892 -0.233
C -4.3388 -7.6706 3.6861 -1.239
H -1.1264 -5.2636 -0.7084 0.332
H -1.5732 -6.9804 -0.3178 0.286
H 0.0706 -6.5248 -0.4240 0.334
H 0.2985 -5.2998 1.5046 0.418
H -1.4108 -5.0872 1.7137 -0.331
H -0.4158 -6.6090 3.3110 0.377
H 0.0555 -7.7219 2.0757 0.347
H -2.5161 -7.7282 1.4447 0.279
H -2.0030 -8.6848 2.8339 0.385
H -2.5817 -6.4738 4.1779 0.334
H -3.3955 -5.9696 2.7157 0.148
H -5.2661 -7.1311 3.5190 0.372
H -4.3835 -8.5362 3.0117 0.326
H -4.2311 -8.1138 4.6729 0.295
C -1.6037 -0.7553 8.1956 -1.502
C -1.9149 0.1089 6.9684 0.487
C -3.2178 -0.3049 6.3347 -0.768
C -3.6906 0.5904 5.1761 -0.862
C -2.8233 0.5092 3.9329 0.195
C -3.1697 -0.6575 2.9925 -0.911
H -0.7517 -0.4188 8.7837 0.382
H -1.4166 -1.7919 7.8987 0.346
H -2.4835 -0.8055 8.8438 0.336
H -1.9128 1.1623 7.2784 -0.082
H -1.0563 0.0848 6.2911 0.200
H -4.0227 -0.3317 7.0749 0.378
H -3.1613 -1.3305 5.9489 0.263
H -4.7003 0.2597 4.9213 0.318
H -3.7050 1.6312 5.5118 0.360
H -2.9898 1.4118 3.3265 0.100
H -1.7490 0.5154 4.1276 0.119
H -2.6227 -1.5459 3.3249 0.376
H -4.2387 -0.8623 2.9769 0.369
H -2.7801 -0.4469 2.0011 -0.143
```

The energy above the lowest of the compared OMol25 structures with the same formula, charge and spin is 0.00 kJ/mol. The value obtained for the HOMO-LUMO gap is 9.94 eV. As for the charge: 0. The HOMO energy comes out at -9.6 eV. Its spin multiplicity is 1. As for the strongest force on any atom: 2.2 eV Å⁻¹.